[1]
This record from the Open Molecules 2025 dataset describes the molecule C15H10F17NO4 in a non-equilibrium geometry. The level of theory is ωB97M-V/def2-TZVPD.

Values from the calculation:
E_HOMO	-9.77	eV
total charge	0
total energy	-2630.92713	hartree

Structure (XYZ):
```
47
Properties=species:S:1:pos:R:3:lowdin_charge:R:1
O 2.202 3.644 -1.606 0.13
O 3.873 -0.613 0.297 0.08
F -1.404 -0.509 5.405 0.14
F -3.474 -1.015 6.076 0.13
F -2.802 1.088 6.170 0.17
F -3.707 -1.146 3.412 0.10
F -4.366 0.871 4.275 0.24
F -1.172 -2.824 -2.148 0.10
F -0.787 -0.973 -3.187 0.10
F -1.359 0.123 2.902 0.14
F -2.124 1.972 3.528 0.14
F -3.067 -0.916 -1.307 0.10
F -1.771 -1.504 0.324 0.16
F -4.345 0.267 1.313 0.12
F -4.055 2.282 2.088 0.10
F -1.016 1.249 -1.681 0.12
F -0.269 0.679 0.289 0.15
F -1.917 2.794 0.393 0.11
F -3.661 1.715 -0.684 0.11
O 1.889 1.613 -2.565 0.09
O 1.878 -2.012 -3.626 0.01
C 2.616 2.571 -1.875 -0.50
C 3.884 -0.101 -0.782 -0.55
C 4.020 2.388 -1.387 0.06
C 4.564 1.148 -0.911 0.04
N 3.594 -0.946 -1.816 0.09
C -2.705 -0.052 5.457 -0.42
C 3.007 -2.268 -1.592 -0.11
C 0.666 -1.482 -1.563 -0.05
C -3.411 0.118 3.996 -0.36
C -0.825 -1.506 -1.927 -0.36
C -2.502 0.839 2.892 -0.31
C -1.758 -0.813 -0.816 -0.28
C -3.333 1.183 1.565 -0.21
C -1.401 0.731 -0.451 -0.27
C -2.587 1.566 0.217 -0.19
C 1.644 -2.404 -2.295 -0.35
H 1.004 1.973 -2.604 0.09
H 1.171 -2.274 -4.159 0.07
H 4.724 3.195 -1.247 0.11
H 5.637 1.203 -0.636 0.13
H 3.881 -0.590 -2.748 0.17
H 3.645 -3.036 -2.050 0.13
H 2.754 -2.529 -0.535 0.14
H 1.057 -0.448 -1.596 0.12
H 0.773 -1.830 -0.603 0.10
H 1.336 -3.422 -2.201 0.14
```



[2]
This record from the Open Molecules 2025 dataset describes the molecule C19H16N4O5S in a non-equilibrium geometry. The level of theory is ωB97M-V/def2-TZVPD.

Values from the calculation:
E_HOMO	-9.15	eV
total charge	0
total energy	-1726.91560	hartree

Structure (XYZ):
```
45
Properties=species:S:1:pos:R:3:lowdin_charge:R:1
O 3.713 1.430 2.357 0.18
O 1.556 -0.238 2.876 0.13
O 1.729 2.252 -0.246 -0.28
O -0.425 2.319 -1.342 -0.28
N 3.338 -4.019 -3.166 0.14
N 1.203 -4.313 -3.995 0.12
O 2.521 3.133 3.036 0.15
C 2.675 1.833 2.747 -0.50
C 1.492 0.984 2.652 -0.20
C 3.122 -5.227 -3.470 -0.15
C 1.803 -5.416 -4.002 -0.15
C -4.841 1.938 1.207 -0.04
C -4.564 2.760 2.313 -0.04
C 0.427 -1.673 -3.007 -0.01
C 2.595 -1.441 -2.234 0.00
C -3.830 1.018 0.736 -0.01
C -3.304 2.514 2.904 -0.03
C -0.040 -0.540 -2.425 -0.01
C 2.192 -0.288 -1.609 -0.09
C 1.684 -2.251 -2.809 -0.17
C -2.571 0.967 1.293 -0.17
C -2.343 1.696 2.431 -0.22
C 0.977 0.117 -1.689 -0.31
N 2.102 -3.484 -3.375 -0.12
N -0.175 0.796 0.766 -0.13
C -1.460 0.086 0.725 -0.11
C -1.029 1.499 3.055 -0.07
C 0.142 1.579 2.050 -0.19
S 0.563 1.502 -0.677 0.75
H 3.246 3.574 2.632 0.11
H 3.823 -6.028 -3.423 0.10
H 1.407 -6.334 -4.519 0.13
H -5.781 1.886 0.704 0.09
H -5.263 3.442 2.658 0.08
H -0.213 -2.307 -3.624 0.11
H 3.560 -1.800 -1.832 0.13
H -4.015 0.476 -0.129 0.08
H -3.001 3.127 3.706 0.10
H -1.068 -0.203 -2.430 0.12
H 2.821 0.163 -0.840 0.14
H -1.580 -0.885 1.182 0.13
H -1.793 -0.073 -0.324 0.11
H -0.694 2.307 3.729 0.14
H -1.028 0.506 3.587 0.16
H 0.327 2.616 1.822 0.13
```



[3]
This record from the Open Molecules 2025 dataset describes C4H4NO3S as an isolated structure in a non-equilibrium geometry. The level of theory is ωB97M-V/def2-TZVPD.

Values from the calculation:
E_HOMO	-3.09	eV
total charge	-1
total energy	-833.48136	hartree

Structure (XYZ):
```
13
Properties=species:S:1:pos:R:3:lowdin_charge:R:1
C 1.235 -0.578 -1.166 -0.65
C -0.657 0.384 1.498 -0.51
C 0.358 -1.276 -0.157 -0.07
C -0.547 -0.052 0.124 -0.07
N 0.735 0.663 -1.139 -0.54
O -1.354 1.573 1.697 0.10
O 2.171 -1.034 -1.769 0.02
O -0.335 -0.255 2.452 0.10
S 0.584 2.093 -1.878 0.29
H -0.106 -1.946 -0.805 0.09
H 0.861 -1.711 0.693 0.11
H -1.389 0.184 -0.459 0.10
H -1.556 1.957 0.907 0.03
```



[4]
This record from the Open Molecules 2025 dataset describes C5H8O as an isolated structure in a non-equilibrium geometry. The level of theory is ωB97M-V/def2-TZVPD.

Values from the calculation:
E_HOMO (spin up / spin down)	-9.55 / -8.66	eV
total charge	0
total energy	-270.35636	hartree

Structure (XYZ):
```
14
Properties=species:S:1:pos:R:3:lowdin_charge:R:1
C 1.519 -0.755 0.280 -0.06
C 0.652 0.390 -0.254 -0.29
C -0.527 -0.114 -1.035 -0.03
C -1.548 -0.123 0.058 -0.12
C -0.571 1.005 0.609 -0.51
O -0.572 1.621 1.686 0.08
H 2.304 -0.361 0.936 0.08
H 0.925 -1.476 0.855 0.08
H 2.011 -1.297 -0.541 0.08
H 1.279 1.166 -0.705 0.13
H -0.833 1.662 -0.416 0.22
H -0.482 -0.809 -1.891 0.11
H -2.574 0.194 -0.155 0.10
H -1.580 -1.103 0.574 0.11
```